Entry 1:
This record from OMol25 describes C43H40F9IN4O3PPt as an isolated structure. The level of theory is ωB97M-V/def2-TZVPD.

```
102
Properties=species:S:1:pos:R:3:forces:R:3:lowdin_charge:R:1
Pt 0.7612 0.6947 -0.0423 0.045 -0.330 0.396 1.1007
I -0.3299 3.6856 -6.5908 -0.053 0.009 -0.020 0.9331
P 0.2236 -1.0721 1.4231 -0.072 0.131 -0.291 1.0307
F 5.5845 -2.8010 5.1527 0.005 0.000 0.003 0.1473
F -4.4862 1.5131 5.4742 -0.003 0.006 0.002 0.1462
F -5.2755 -0.4757 5.1608 -0.009 -0.001 0.001 0.1539
F -1.0749 -6.0877 -2.8498 0.003 -0.001 -0.001 0.1459
F -3.0682 -5.3075 -2.5241 0.013 -0.004 0.007 0.1424
F 4.9403 -4.7661 4.5112 0.003 -0.004 0.002 0.1514
F -2.2490 -6.7781 -1.1689 0.000 -0.002 0.001 0.1528
F -3.8140 -0.1283 6.7157 -0.002 0.000 0.007 0.1504
F 3.9927 -3.8181 6.2067 0.000 -0.001 0.004 0.1550
O 0.1965 3.8662 -0.4943 -0.010 0.010 0.003 0.0681
O -1.8010 0.0933 -0.4696 -0.111 -0.057 -0.081 -0.0542
O 0.8120 -0.7101 -1.5735 0.269 0.108 -0.204 -0.3510
N 2.6909 0.8680 -2.8868 -0.112 -0.284 0.156 0.2490
N 2.2694 3.1576 -3.2039 -0.003 -0.017 0.021 -0.0698
N -1.4428 2.0629 -2.7793 -0.065 -0.023 -0.145 0.0922
N 1.3619 2.1324 -1.4313 -0.002 -0.102 -0.114 0.0162
C 1.4782 4.1854 -2.5518 0.001 0.003 0.016 -0.0034
C -2.2387 -1.1845 4.6844 -0.001 0.012 0.009 0.0148
C 0.6062 -1.7827 -3.6056 0.029 -0.014 -0.012 -0.0354
C -2.4357 2.8474 -2.3729 0.033 0.086 0.027 -0.1244
C -0.9037 2.3009 -3.9702 0.000 -0.066 -0.022 -0.2258
C -0.0173 -1.1351 -2.5179 0.030 -0.001 0.159 -0.3385
C 2.1344 2.0105 -2.5340 -0.176 0.171 0.076 -0.3933
C 1.7251 2.7817 2.0205 0.026 0.160 -0.102 -0.6329
C 3.1558 2.4236 1.6293 0.007 -0.005 0.014 -0.0512
C -1.3837 -4.5911 -1.0466 -0.006 0.003 0.005 -0.1020
C 1.5552 4.3120 1.9838 0.033 -0.013 0.074 -0.0402
C -2.2618 -0.4569 -1.4579 0.009 -0.078 -0.183 -0.4050
C 0.4396 -3.2221 -0.3195 0.006 0.000 0.005 -0.0863
C -3.7704 -0.5192 -1.5745 0.010 0.046 -0.019 -0.0039
C 2.9630 3.3045 -4.4692 0.031 -0.010 0.003 -0.0281
C -1.0721 -0.6732 2.6374 0.073 -0.016 0.085 -0.3365
C -2.1178 -1.6117 -3.6286 -0.006 -0.035 0.003 -0.0307
C 1.5475 -1.8294 2.4322 0.012 -0.038 -0.086 -0.3187
C -4.1618 0.2120 5.4672 0.017 -0.006 -0.009 -0.5894
C 4.5129 -3.5883 4.9892 -0.009 0.005 -0.007 -0.5893
C 1.3566 2.3390 3.4684 -0.032 -0.069 0.025 -0.0206
C -1.9121 0.4170 2.4386 -0.069 0.044 -0.046 -0.0836
C -1.4359 -1.0663 -2.5253 -0.060 0.022 0.015 -0.1006
C -1.3053 3.3532 -4.7801 0.017 0.008 -0.010 -0.7238
C 3.4896 -2.9632 4.0761 -0.009 0.001 -0.001 -0.1017
C -2.2444 -3.9133 -0.1959 -0.011 0.014 -0.006 0.0108
C 1.5544 -3.2048 2.6774 -0.005 0.018 0.062 -0.0658
C -1.2466 -1.4766 3.7647 0.044 0.037 0.028 -0.0449
C -2.9198 3.9080 -3.1258 0.000 0.012 0.019 -0.0365
C -1.7640 -2.8710 0.5802 -0.030 0.059 -0.038 -0.0506
C -2.9037 0.7153 3.3612 0.003 -0.018 0.002 0.0178
C 0.9041 3.4238 -1.3702 0.055 -0.082 -0.025 -0.4658
C 3.4966 -1.5988 3.8411 0.010 -0.007 0.003 0.0181
C -0.4238 -2.5050 0.5047 0.014 0.029 0.023 -0.3458
C -0.0975 -2.3119 -4.6633 0.008 0.009 0.021 -0.0686
C -2.3367 4.1767 -4.3538 0.004 -0.006 -0.001 -0.1249
C -0.0381 -4.2625 -1.0982 -0.013 0.018 -0.014 0.0177
C -1.4854 -2.2214 -4.6879 -0.026 0.014 0.015 -0.0767
C 2.5284 -1.0409 3.0215 0.050 0.052 -0.049 -0.0651
C -1.9392 -5.6968 -1.9043 -0.017 0.003 -0.007 -0.5866
C 2.5185 -3.7670 3.4972 -0.002 -0.009 -0.013 0.0159
C -3.0595 -0.0832 4.4823 -0.002 -0.015 0.013 -0.1031
C 0.6855 2.0866 1.2298 -0.037 0.194 0.186 -0.1400
H 3.2003 0.7978 -3.7504 -0.027 -0.050 -0.003 0.1207
H 3.3581 2.7677 0.6136 0.011 0.011 0.002 0.0783
H -2.6768 5.0033 -4.9629 -0.003 -0.001 -0.003 0.1046
H 2.4831 2.7177 -5.2551 0.013 0.009 0.010 0.0586
H -4.1910 -0.1498 -0.6426 -0.009 0.005 0.002 0.0886
H 3.3451 1.3519 1.6452 -0.011 0.008 -0.006 0.0575
H -2.4461 -2.3253 1.2190 0.002 -0.006 0.012 0.1159
H 2.5532 0.0219 2.8416 -0.009 -0.040 -0.055 0.0587
H -0.6018 -2.3279 3.9392 0.002 0.002 0.002 0.1095
H -2.0572 -2.6308 -5.5084 -0.004 0.000 0.002 0.1070
H 2.5168 -4.8334 3.6797 0.008 0.000 0.000 0.1334
H 2.1796 2.6226 4.1256 0.010 -0.004 -0.007 0.1052
H -0.1230 1.6178 -4.2964 -0.014 -0.006 0.008 0.0996
H -2.3666 -1.8031 5.5622 -0.001 -0.001 0.000 0.1311
H 1.4862 -2.9535 -0.3771 0.003 0.011 -0.006 0.1235
H 2.9277 4.3505 -4.7609 -0.005 -0.005 -0.009 0.0973
H -2.8508 2.6202 -1.3968 0.002 0.005 0.005 0.1151
H 0.5153 4.6066 2.1221 0.003 -0.005 -0.004 0.0943
H 0.6276 -4.8009 -1.7579 0.004 0.003 0.002 0.1300
H -1.8283 1.0024 1.5352 0.002 -0.018 0.070 0.0712
H 2.1508 4.7412 2.7909 -0.005 0.013 0.008 0.0980
H 0.6783 4.5594 -3.1942 0.002 -0.007 0.002 0.1315
H -4.1262 -1.5324 -1.7614 0.005 0.002 0.027 0.0856
H 0.4546 2.8518 3.8017 0.004 0.011 0.000 0.0971
H 2.0866 5.0236 -2.2078 0.000 0.004 0.004 0.1496
H 1.9021 4.7272 1.0403 -0.007 -0.011 0.027 0.0774
H 2.2897 0.0307 -2.4351 0.077 0.130 -0.113 0.0826
H 0.4337 -2.8075 -5.4664 0.001 0.003 0.001 0.1108
H -4.1175 0.1126 -2.3953 0.007 -0.023 -0.016 0.0921
H -3.5554 1.5641 3.2052 0.002 0.005 0.002 0.1292
H -0.3073 2.4636 1.4892 0.002 -0.070 0.019 0.0743
H 4.2584 -0.9738 4.2860 0.002 -0.003 0.003 0.1289
H 1.6841 -1.8926 -3.5708 0.017 0.027 0.033 0.1113
H 1.1846 1.2682 3.5761 0.015 0.025 0.002 0.0593
H 0.8088 -3.8488 2.2334 -0.015 0.005 -0.005 0.1114
H -3.2904 -4.1880 -0.1503 0.002 -0.001 0.000 0.1330
H 3.8622 2.9168 2.2987 0.004 -0.008 0.005 0.0956
H -3.1958 -1.5551 -3.6513 -0.004 0.000 -0.007 0.1046
H 4.0104 3.0148 -4.3729 0.010 0.004 0.008 0.0988
H -3.7313 4.5186 -2.7546 0.000 -0.001 0.000 0.1133
```
Forces are in eV/Å.

**Total charge**: +1
**Spin multiplicity**: 1
**E_LUMO**: -2.92 eV
**HOMO-LUMO gap**: 7.5 eV
**Electronic energy**: -3764.41654 a.u.
**Highest occupied orbital energy**: -0.384 hartree

---

Entry 2:
This record from OMol25 describes C43H41Cl2N3O3P2SSn as an isolated structure in a non-equilibrium geometry. The level of theory is ωB97M-V/def2-TZVPD.

```
96
Properties=species:S:1:pos:R:3:forces:R:3:lowdin_charge:R:1
Sn -1.6754 -1.3297 -0.1797 0.038 -0.617 0.281 1.2071
Cl -5.3039 -5.0480 -0.1798 -0.106 -0.023 -0.056 0.5093
Cl -2.7013 -4.2234 0.8715 -0.141 -0.561 0.177 0.5707
S -1.7058 5.2646 -2.7333 -0.051 -0.084 0.071 0.8018
P 0.6862 -0.0577 -1.6411 0.109 0.790 -0.539 0.9778
P -0.0556 0.9930 0.7831 0.610 0.734 0.121 0.9441
O 0.4971 -2.2236 4.9769 0.082 -0.010 0.235 0.0430
O -2.3386 -1.3391 1.9991 0.111 0.096 -0.629 -0.2923
O -0.8003 -2.8152 -1.5934 -0.388 0.234 0.460 -0.3184
N -0.0960 -2.3670 1.1335 -0.264 -0.075 -0.795 -0.1186
N 0.4917 1.4338 -0.7886 -0.032 -0.834 0.581 -0.4510
N -0.2635 -2.1848 2.4738 0.581 -0.160 0.796 0.0328
C -1.7503 0.6632 -2.8028 0.184 0.270 0.003 -0.1831
C -1.3605 -0.9523 -5.0116 -0.020 -0.078 -0.122 -0.0675
C -2.7151 3.8493 1.8434 -0.124 0.127 0.017 -0.0721
C -3.9709 -5.4729 0.8964 0.027 0.042 -0.016 -0.9803
C 0.3800 3.5139 -2.1468 0.109 -0.078 0.314 -0.2427
C 2.4200 0.8677 -3.7105 0.004 0.018 0.006 -0.0940
C -0.8441 4.1827 -1.5451 -0.197 0.193 -0.526 -0.5107
C 3.7658 0.4294 2.2093 0.108 -0.054 0.046 -0.0785
C 1.9901 -4.5275 -3.0430 -0.162 0.012 -0.041 -0.0814
C -2.5837 -0.3298 -4.8178 -0.079 -0.031 0.021 -0.0738
C 1.1839 0.6251 3.1989 0.094 0.068 -0.108 -0.1044
C 4.5999 -0.4580 -2.6121 0.174 0.009 -0.012 -0.0710
C -1.4185 -1.6733 2.8203 -0.177 0.030 -0.382 -0.5191
C -2.9237 -0.9543 4.6089 0.062 -0.028 0.016 -0.0218
C 2.8406 -4.6827 -1.9484 0.316 -0.045 0.103 -0.1081
C 0.9214 -3.0821 0.7760 -0.313 0.195 0.441 -0.0649
C 0.3590 -3.3816 -1.6537 -0.027 0.040 0.109 -0.4030
C -1.6760 -1.4616 4.2481 0.044 0.024 0.238 -0.0920
C 3.5258 0.2816 3.5654 0.041 0.010 -0.019 -0.0770
C -2.7780 0.4751 -3.7083 -0.126 0.010 -0.093 -0.0903
C -0.5120 0.0611 -3.0024 -0.073 -0.221 0.010 -0.4004
C 1.2449 -3.5083 -0.5448 -0.026 -0.044 -0.523 -0.1709
C 2.7159 0.6749 1.3389 -0.184 0.145 -0.087 -0.0860
C 4.7469 0.2772 -3.7763 0.044 -0.045 0.045 -0.0771
C -2.2953 -0.9840 6.9099 0.101 -0.034 -0.008 -0.0867
C -0.7226 2.5541 1.4555 -0.139 -0.389 -0.035 -0.3553
C 1.1651 2.6775 -1.1294 0.068 0.389 -0.355 -0.2433
C -3.2380 -0.7173 5.9273 -0.198 0.046 0.016 -0.0949
C 2.4645 -4.1837 -0.7277 0.021 0.029 -0.077 -0.0598
C 1.4249 0.7984 1.8366 -0.254 -0.200 -0.173 -0.3559
C -0.3336 -0.7665 -4.1061 0.028 0.069 -0.033 -0.1035
C -0.7244 -1.7332 5.2438 -0.095 0.043 -0.014 -0.2778
C 3.6567 0.9323 -4.3265 0.014 0.093 -0.096 -0.0704
C -2.6302 4.0333 -3.6956 0.380 0.268 0.339 -0.4133
C -0.5862 4.6611 2.5975 0.066 0.130 0.058 -0.0729
C -1.0530 -1.4798 6.5754 0.111 -0.081 -0.011 -0.0169
C -2.0986 2.7194 1.3416 -0.006 -0.147 -0.004 -0.1111
C 0.0340 3.5291 2.0986 0.017 -0.035 -0.044 -0.0910
C 2.2683 0.1342 -2.5379 -0.179 -0.308 0.298 -0.3528
C 3.3622 -0.5372 -2.0007 -0.096 -0.018 -0.004 -0.1042
C 2.2330 0.3709 4.0612 -0.017 0.029 0.033 -0.0690
C -1.9567 4.8225 2.4727 -0.035 0.003 -0.041 -0.0744
C 0.7758 -3.9118 -2.8929 0.083 -0.006 -0.163 -0.0248
H 5.7105 0.3327 -4.2603 0.082 0.007 -0.051 0.1039
H -0.3108 -1.7001 7.3271 0.066 -0.011 0.105 0.1137
H -3.7840 3.9711 1.7602 -0.117 -0.012 -0.028 0.1069
H 2.2802 -4.9051 -4.0133 0.035 -0.062 -0.067 0.1030
H -2.4363 5.7027 2.8742 -0.028 0.077 0.033 0.1051
H 1.5715 1.3748 -4.1485 -0.053 0.023 -0.023 0.1058
H 5.4482 -0.9737 -2.1882 0.067 -0.081 0.037 0.1056
H -2.5385 -0.8105 7.9456 0.000 0.041 0.180 0.1004
H -3.5452 -6.4137 0.5511 0.003 0.210 0.093 0.0291
H 1.1016 3.4001 2.2214 0.027 -0.025 0.012 0.1094
H -2.6814 1.9352 0.8709 -0.088 0.012 0.004 0.1002
H -1.5659 3.4542 -1.1794 0.024 0.007 0.120 0.0485
H 1.0395 4.2901 -2.5391 0.030 -0.018 -0.079 0.1117
H 1.5839 -3.4384 1.5681 -0.106 0.136 0.060 0.1382
H -3.7407 0.9358 -3.5379 -0.046 0.081 -0.005 0.1066
H -1.8970 1.2977 -1.9349 -0.032 -0.024 -0.014 0.0719
H -0.5616 4.8383 -0.7203 -0.027 -0.066 0.098 0.0723
H -3.3917 -0.4883 -5.5178 -0.032 -0.014 -0.047 0.1039
H 0.6126 -1.2747 -4.2347 0.021 -0.082 -0.089 0.1042
H 3.7832 -5.1951 -2.0604 0.110 -0.032 0.000 0.0947
H 3.2247 -1.1342 -1.1086 0.040 -0.083 0.040 0.0926
H 1.3161 3.2628 -0.2177 0.068 -0.058 -0.057 0.1065
H -1.9504 3.3191 -4.1512 -0.063 -0.094 -0.082 0.0222
H 0.1668 0.6907 3.5653 -0.030 -0.018 0.154 0.1106
H -4.2113 -0.3357 6.1934 -0.096 0.049 0.037 0.0967
H 2.0475 0.2228 5.1133 -0.055 -0.007 0.107 0.1074
H -3.6337 -0.7680 3.8165 -0.021 0.037 0.003 0.1137
H -0.0028 5.4210 3.0973 0.071 0.034 0.030 0.1058
H 3.7753 1.4938 -5.2414 -0.015 0.068 -0.072 0.1058
H 4.3462 0.0933 4.2413 0.084 -0.045 0.051 0.1028
H -3.3415 3.5279 -3.0482 -0.092 -0.104 -0.038 0.0279
H -4.3691 -5.5536 1.9067 0.178 0.058 -0.155 0.0305
H 2.1504 2.4607 -1.5611 -0.073 0.013 0.209 0.1034
H -3.1583 4.5827 -4.4678 -0.078 -0.008 -0.092 0.0272
H 0.5650 -2.3427 4.0001 -0.107 0.000 -0.152 0.0645
H 0.0849 2.8669 -2.9753 0.021 0.056 -0.087 0.0847
H 2.9013 0.7871 0.2773 0.018 0.039 0.023 0.0765
H 4.7733 0.3477 1.8290 0.098 0.003 -0.051 0.1022
H 0.0900 -3.8009 -3.7192 -0.069 -0.014 -0.091 0.1104
H -1.2216 -1.6073 -5.8589 0.050 -0.031 -0.102 0.1058
H 3.1270 -4.3060 0.1182 0.021 0.000 0.155 0.1093
```
Forces are in eV/Å.

**Total charge**: 0
**Spin multiplicity**: 1
**E_LUMO**: 0.02 eV
**HOMO-LUMO gap**: 7.5 eV
**Electronic energy**: -4268.82428 a.u.
**Highest occupied orbital energy**: -0.274 hartree